No. 1
Density functional theory data (ωB97M-V with the def2-TZVPD basis set) for a structure of composition C22H39Br2N2NbO3P at a distorted geometry.

Positions of all 70 atoms, in Å:
1 C -0.931 3.180 4.971
2 C -2.296 2.497 5.164
3 P -3.296 2.313 3.626
4 C -3.329 4.062 3.053
5 Nb -2.303 0.657 1.961
6 C -1.457 2.301 0.709
7 C -1.542 2.024 -0.813
8 C -2.513 2.959 -1.533
9 C -2.525 2.787 -3.046
10 O -1.212 2.822 -3.609
11 C -0.888 -0.710 0.887
12 C 0.616 -0.368 0.853
13 C 1.421 -1.340 1.717
14 C 1.559 -2.684 1.049
15 O 1.630 -2.848 -0.161
16 O 1.594 -3.763 1.866
17 C -3.433 -1.146 2.927
18 Br -3.129 -1.372 4.804
19 C -4.205 -2.040 2.292
20 C -4.467 -2.114 0.809
21 Br -5.070 -3.553 3.178
22 H -0.637 3.195 3.920
23 H -0.950 4.214 5.325
24 H -0.145 2.648 5.511
25 H -2.170 1.484 5.548
26 H -2.881 3.058 5.902
27 H -3.989 4.163 2.193
28 H -2.333 4.425 2.788
29 H -3.713 4.696 3.859
30 H -3.750 0.752 0.818
31 H -0.970 0.593 3.260
32 H -0.407 2.392 1.013
33 H -1.909 3.278 0.903
34 H -0.554 2.103 -1.277
35 H -1.905 1.006 -0.991
36 H -3.515 2.740 -1.148
37 H -2.266 3.997 -1.293
38 H -3.088 3.600 -3.515
39 H -3.030 1.854 -3.319
40 H -0.907 1.923 -3.741
41 H -1.014 -1.681 1.387
42 H -1.279 -0.859 -0.127
43 H 0.811 0.636 1.228
44 H 1.004 -0.417 -0.168
45 H 0.918 -1.441 2.685
46 H 2.422 -0.945 1.919
47 H 1.519 -3.464 2.778
48 H -4.689 -1.126 0.408
49 H -3.588 -2.510 0.293
50 H -5.299 -2.782 0.598
51 N 2.660 -1.176 -4.015
52 C 1.714 -1.270 -3.032
53 C 0.882 -0.189 -3.156
54 C 1.349 0.582 -4.260
55 C 2.448 -0.054 -4.770
56 H 3.404 -1.832 -4.150
57 H 1.724 -2.079 -2.321
58 H 0.043 0.031 -2.515
59 H 0.938 1.507 -4.633
60 H 3.095 0.198 -5.591
61 N 6.076 -3.858 -3.907
62 C 5.426 -3.642 -2.721
63 C 6.374 -3.485 -1.747
64 C 7.646 -3.612 -2.371
65 C 7.429 -3.841 -3.703
66 H 5.629 -4.014 -4.790
67 H 4.351 -3.625 -2.666
68 H 6.176 -3.300 -0.706
69 H 8.609 -3.541 -1.894
70 H 8.117 -3.993 -4.516

Values from the calculation:
Highest occupied orbital energy   -4.416 eV
HOMO-LUMO gap   0.2391 Eh
Total charge   -1
LUMO   2.1 eV
DFT total energy   -183489.4084 eV
F_max   1.84 eV/A

No. 2
Density functional theory data (ωB97M-V with the def2-TZVPD basis set) for a structure of composition C22H39MnN7O4.

Positions of all 73 atoms, in Å:
1 Mn 0.295 -0.073 -0.401
2 C -3.549 0.969 -0.616
3 C -2.483 1.885 -0.018
4 C -2.538 1.886 1.526
5 C -2.431 0.594 2.367
6 C -3.656 -0.327 2.268
7 C -2.310 1.030 3.829
8 N -1.221 -0.107 1.871
9 C -0.695 -1.255 2.614
10 C 0.779 -1.452 2.269
11 N 1.043 -1.652 0.820
12 C 0.319 -2.870 0.381
13 C -1.077 -2.528 -0.140
14 O -2.010 -3.288 -0.029
15 O -1.128 -1.352 -0.710
16 C 2.524 -1.741 0.552
17 C 2.818 -2.195 -0.876
18 C 3.262 -0.444 0.904
19 C 3.030 0.866 0.120
20 C 3.859 1.913 0.882
21 C 3.582 0.822 -1.314
22 N 1.585 1.214 0.182
23 C 1.256 2.487 -0.470
24 C -0.223 2.802 -0.266
25 N -1.119 1.680 -0.642
26 C -1.268 1.661 -2.116
27 C -0.016 1.204 -2.866
28 O 0.265 1.658 -3.950
29 O 0.638 0.253 -2.262
30 H -4.438 1.006 0.011
31 H -3.214 -0.065 -0.681
32 H -3.852 1.290 -1.610
33 H -2.761 2.917 -0.291
34 H -3.496 2.354 1.771
35 H -1.783 2.567 1.918
36 H -4.581 0.229 2.423
37 H -3.603 -1.094 3.042
38 H -3.717 -0.836 1.309
39 H -3.231 1.538 4.116
40 H -1.498 1.735 4.007
41 H -2.200 0.183 4.504
42 H 0.182 1.357 3.060
43 H -1.533 -0.469 0.973
44 H -1.271 -2.174 2.449
45 H -0.734 -1.055 3.686
46 H 1.178 -2.320 2.812
47 H 1.324 -0.572 2.593
48 H 0.267 -3.607 1.187
49 H 0.838 -3.326 -0.457
50 H 2.918 -2.508 1.236
51 H 2.194 -1.696 -1.622
52 H 2.704 -3.270 -1.003
53 H 3.852 -1.954 -1.115
54 H 4.325 -0.685 0.822
55 H 3.110 -0.216 1.960
56 H 4.912 1.627 0.853
57 H 3.571 1.984 1.931
58 H 3.793 2.903 0.439
59 H 4.574 0.368 -1.323
60 H 3.695 1.835 -1.698
61 H 2.937 0.290 -2.005
62 H 1.364 1.862 1.951
63 H 1.521 2.499 -1.533
64 H 1.815 3.312 -0.009
65 H -0.499 3.702 -0.832
66 H -0.376 3.016 0.786
67 H -1.597 2.636 -2.491
68 H -2.015 0.915 -2.377
69 N 0.944 1.994 2.891
70 C 1.012 3.130 3.564
71 N 1.674 4.176 3.457
72 C 2.690 4.622 2.759
73 N 3.592 5.075 2.199

Values from the calculation:
Expectation value of S²   8.848
Highest occupied orbital energy (alpha / beta)   -8.580 / -9.207 eV
HOMO-LUMO gap (alpha / beta)   0.2876 / 0.3049 Eh
Total charge   0
LUMO (alpha / beta)   -0.8 / -0.9 eV
Multiplicity   6
DFT total energy   -73387.8940 eV
F_max   0.71 eV/A

No. 3
Density functional theory data (ωB97M-V with the def2-TZVPD basis set) for a structure of composition C22H39N2O2P3Re at a distorted geometry.

Positions of all 69 atoms, in Å:
1 P 2.668 -0.546 -0.039
2 C 3.540 -0.767 1.576
3 H 4.622 -0.752 1.391
4 H 3.266 -1.722 2.037
5 H 3.272 0.044 2.262
6 C 3.400 -1.994 -0.918
7 H 3.195 -1.972 -1.991
8 H 2.997 -2.933 -0.523
9 H 4.489 -2.003 -0.752
10 C 3.724 0.801 -0.709
11 H 4.770 0.458 -0.740
12 H 3.637 1.681 -0.058
13 H 3.394 1.072 -1.719
14 P -0.649 2.289 -0.493
15 C -0.784 3.505 0.910
16 H -1.263 4.416 0.525
17 H 0.211 3.755 1.302
18 H -1.395 3.100 1.728
19 C 0.319 3.416 -1.567
20 H 0.283 3.120 -2.615
21 H 1.366 3.418 -1.245
22 H -0.082 4.433 -1.476
23 C -2.352 2.532 -1.126
24 H -2.491 3.601 -1.351
25 H -3.089 2.227 -0.370
26 H -2.524 1.951 -2.037
27 P -1.910 -1.893 -0.033
28 C -2.760 -2.246 1.566
29 H -3.341 -3.174 1.470
30 H -3.418 -1.409 1.822
31 H -2.022 -2.360 2.369
32 C -3.417 -1.647 -1.067
33 H -4.156 -2.425 -0.831
34 H -3.174 -1.690 -2.131
35 H -3.838 -0.662 -0.840
36 C -1.552 -3.647 -0.492
37 H -2.490 -4.220 -0.567
38 H -0.923 -4.099 0.283
39 H -1.010 -3.711 -1.442
40 Re -0.075 0.230 0.310
41 C 1.125 1.332 1.344
42 O 1.817 2.014 2.025
43 C -1.656 0.617 1.339
44 O -2.596 0.902 2.006
45 C -1.298 -0.295 -3.176
46 C -0.650 -1.523 -3.019
47 C 0.742 -1.570 -2.923
48 C 1.491 -0.403 -3.102
49 C 0.844 0.819 -3.265
50 C -0.551 0.869 -3.349
51 H -2.387 -0.231 -3.202
52 H -1.220 -2.455 -3.000
53 H 1.236 -2.529 -2.761
54 H 2.582 -0.423 -3.143
55 H 1.450 1.722 -3.350
56 H -1.070 1.805 -3.565
57 N 0.916 -3.019 1.102
58 C 0.697 -2.365 2.282
59 C 0.888 -3.063 3.488
60 C 0.649 -2.417 4.690
61 C 0.226 -1.091 4.654
62 C 0.068 -0.445 3.437
63 N 0.282 -1.072 2.244
64 H 0.982 -2.527 0.211
65 H 1.336 -3.938 1.133
66 H 1.224 -4.102 3.433
67 H 0.790 -2.928 5.637
68 H 0.030 -0.527 5.561
69 H -0.235 0.611 3.423

Values from the calculation:
Expectation value of S²   3.800
Highest occupied orbital energy (alpha / beta)   -21.209 / -21.036 eV
HOMO-LUMO gap (alpha / beta)   0.3215 / 0.1686 Eh
Total charge   +4
LUMO (alpha / beta)   -12.5 / -16.4 eV
Relative energy (zero: lowest compared OMol25 entry of this formula, charge and spin)   38.3 kcal/mol
Multiplicity   4
DFT total energy   -60474.8977 eV
F_max   5.92 eV/A

No. 4
Density functional theory data (ωB97M-V with the def2-TZVPD basis set) for the molecule C22H39N3O4.

Positions of all 68 atoms, in Å:
1 C 0.982 6.555 1.805
2 C 0.900 5.228 2.546
3 O 0.871 4.122 1.649
4 C -0.341 3.838 1.107
5 O -1.354 4.442 1.378
6 N -0.288 2.783 0.267
7 C 0.927 2.119 -0.144
8 C 1.180 2.362 -1.631
9 C -0.025 1.887 -2.457
10 N -0.186 0.448 -2.359
11 C 0.719 -0.432 -2.812
12 O 1.699 -0.147 -3.470
13 C 0.375 -1.879 -2.380
14 C 1.235 -2.891 -3.129
15 C 0.642 -4.301 -3.254
16 C 0.355 -4.932 -1.894
17 C -0.615 -4.312 -4.121
18 N 0.565 -1.983 -0.940
19 C -0.355 -1.603 -0.036
20 O -1.418 -1.096 -0.366
21 C 0.011 -1.876 1.412
22 C -0.527 -3.262 1.794
23 C -0.239 -3.567 3.260
24 C -0.859 -2.509 4.173
25 C -0.573 -2.820 5.639
26 C -0.319 -1.131 3.791
27 C -0.600 -0.814 2.327
28 C -1.296 2.574 -1.956
29 C -1.477 2.370 -0.449
30 H 1.844 6.565 1.142
31 H 1.073 7.368 2.520
32 H 0.079 6.701 1.217
33 H 1.789 5.065 3.161
34 H 0.003 5.203 3.173
35 H 0.813 1.043 0.036
36 H 1.756 2.490 0.455
37 H 1.333 3.427 -1.808
38 H 2.071 1.824 -1.955
39 H 0.154 2.131 -3.512
40 H -0.932 0.097 -1.766
41 H -0.689 -2.039 -2.579
42 H 2.211 -2.948 -2.640
43 H 1.411 -2.490 -4.129
44 H 1.401 -4.912 -3.759
45 H -0.428 -4.388 -1.373
46 H 1.250 -4.941 -1.274
47 H 0.023 -5.960 -2.022
48 H -1.437 -3.798 -3.629
49 H -0.427 -3.827 -5.076
50 H -0.929 -5.336 -4.312
51 H 1.452 -2.349 -0.630
52 H 1.102 -1.873 1.521
53 H -1.605 -3.277 1.621
54 H -0.073 -4.027 1.159
55 H -0.637 -4.552 3.510
56 H 0.842 -3.593 3.421
57 H -1.944 -2.511 4.020
58 H -0.974 -3.795 5.910
59 H -1.027 -2.072 6.284
60 H 0.499 -2.827 5.826
61 H -0.778 -0.366 4.421
62 H 0.759 -1.105 3.969
63 H -1.677 -0.783 2.151
64 H -0.195 0.169 2.078
65 H -1.221 3.642 -2.167
66 H -2.167 2.180 -2.482
67 H -1.677 1.318 -0.221
68 H -2.309 2.971 -0.080

Values from the calculation:
Highest occupied orbital energy   -8.974 eV
HOMO-LUMO gap   0.3527 Eh
Total charge   0
LUMO   0.6 eV
Relative energy (zero: lowest compared OMol25 entry of this formula, charge and spin)   0.0 kcal/mol
DFT total energy   -36110.6296 eV
F_max   0.65 eV/A

No. 5
Density functional theory data (ωB97M-V with the def2-TZVPD basis set) for the ion C22H40Br2N5O4 with charge +1 at a distorted geometry.

Positions of all 73 atoms, in Å:
1 C -5.592 -1.909 1.732
2 C -4.774 -2.259 0.485
3 C -3.808 -1.133 0.036
4 N -2.388 -1.511 0.076
5 C -1.386 -0.495 0.309
6 N -0.161 -0.932 -0.324
7 C -0.069 -1.931 -1.121
8 C 0.107 -1.770 -2.616
9 C 0.034 -3.390 -0.733
10 N -1.739 0.831 -0.325
11 Br -2.231 0.771 -2.150
12 C -0.717 1.941 -0.176
13 C 0.398 2.024 -1.238
14 C 0.246 3.216 -2.233
15 C 1.550 4.020 -2.315
16 C 2.694 3.284 -2.995
17 N 3.238 2.131 -2.247
18 C 3.766 1.097 -3.134
19 C 4.118 2.507 -1.220
20 C 5.585 2.136 -1.201
21 O 3.687 3.122 -0.300
22 C -0.152 1.999 1.249
23 N -1.002 1.217 2.133
24 C -1.013 -0.267 1.871
25 C 0.397 -0.730 2.277
26 C 0.785 -2.216 2.323
27 C 1.795 -2.494 3.424
28 O 1.821 -1.952 4.461
29 O 2.762 -3.427 3.112
30 C -2.170 -0.666 2.822
31 C -2.278 -2.098 3.301
32 O -2.874 -2.970 2.836
33 Br -1.353 -2.479 5.003
34 H -6.496 -1.346 1.504
35 H -5.032 -1.350 2.480
36 H -5.915 -2.847 2.184
37 H -4.202 -3.181 0.596
38 H -5.491 -2.443 -0.312
39 H -4.078 -0.942 -1.005
40 H -4.080 -0.209 0.568
41 H -2.263 -2.326 0.661
42 H -0.879 -1.817 -3.077
43 H 0.640 -0.853 -2.856
44 H 0.705 -2.587 -3.021
45 H -0.613 -3.657 0.102
46 H 1.061 -3.628 -0.454
47 H -0.263 -4.019 -1.568
48 H -2.571 1.180 0.164
49 H -1.299 2.851 -0.309
50 H 0.611 1.090 -1.743
51 H 1.310 2.252 -0.688
52 H 0.099 2.769 -3.220
53 H -0.585 3.868 -1.967
54 H 1.334 4.893 -2.939
55 H 1.813 4.419 -1.338
56 H 2.379 2.918 -3.972
57 H 3.491 4.017 -3.179
58 H 4.256 0.334 -2.530
59 H 4.510 1.458 -3.855
60 H 2.965 0.578 -3.657
61 H 6.183 2.948 -0.808
62 H 5.980 1.778 -2.148
63 H 5.697 1.315 -0.489
64 H 0.923 1.812 1.310
65 H -0.255 3.040 1.561
66 H -0.674 1.366 3.081
67 H 1.177 -0.248 1.697
68 H 0.548 -0.342 3.291
69 H 1.362 -2.428 1.423
70 H -0.020 -2.947 2.305
71 H 3.585 -2.960 2.916
72 H -3.135 -0.344 2.440
73 H -2.053 -0.079 3.730

Values from the calculation:
Highest occupied orbital energy   -11.732 eV
HOMO-LUMO gap   0.2829 Eh
Total charge   +1
LUMO   -4.0 eV
DFT total energy   -179178.4968 eV
F_max   4.63 eV/A

No. 6
Density functional theory data (ωB97M-V with the def2-TZVPD basis set) for a structure of composition C22H40F2HfNO8S5 at a distorted geometry.

Positions of all 79 atoms, in Å:
1 Hf 0.894 -2.409 -2.708
2 N 0.063 -0.110 -0.055
3 O -0.272 1.064 -0.131
4 O 0.298 -0.696 -1.073
5 O 0.080 -0.611 1.010
6 F -3.378 4.865 4.450
7 C -2.498 4.589 3.478
8 C -1.759 3.372 3.416
9 C -0.923 3.066 2.311
10 C -0.799 4.029 1.277
11 C -1.496 5.261 1.373
12 C -2.336 5.506 2.441
13 H -2.038 2.646 4.166
14 H -0.383 2.141 2.168
15 H -0.096 3.837 0.479
16 H -1.235 6.047 0.679
17 H -2.888 6.434 2.427
18 F 0.815 1.268 5.575
19 C -0.337 0.543 5.456
20 C -1.252 0.619 6.481
21 C -2.376 -0.234 6.521
22 C -2.495 -1.173 5.479
23 C -1.578 -1.243 4.441
24 C -0.532 -0.361 4.397
25 H -1.029 1.227 7.345
26 H -3.063 -0.168 7.352
27 H -3.286 -1.904 5.399
28 H -1.901 -1.898 3.646
29 H -0.012 -0.284 3.453
30 C 3.025 -1.752 1.438
31 S 2.751 -3.294 0.483
32 O 2.192 -2.879 -0.856
33 C 4.494 -3.640 0.105
34 H 2.055 -1.587 1.907
35 H 3.263 -0.848 0.878
36 H 3.812 -1.912 2.175
37 H 4.448 -4.312 -0.753
38 H 5.103 -4.031 0.920
39 H 5.019 -2.735 -0.201
40 C -2.633 -3.069 0.557
41 S -1.238 -4.089 -0.124
42 O -0.363 -3.241 -1.068
43 C -0.434 -4.517 1.516
44 H -3.358 -2.849 -0.226
45 H -2.254 -2.112 0.916
46 H -3.205 -3.564 1.342
47 H -0.017 -3.617 1.966
48 H 0.382 -5.233 1.417
49 H -1.193 -5.029 2.108
50 C 2.851 1.662 -2.028
51 S 3.689 0.027 -1.937
52 O 2.669 -0.962 -2.455
53 C 4.901 0.417 -3.287
54 H 1.762 1.608 -2.027
55 H 3.098 2.162 -2.964
56 H 3.200 2.221 -1.160
57 H 4.378 0.526 -4.237
58 H 5.632 -0.381 -3.420
59 H 5.503 1.296 -3.057
60 C 1.650 1.044 -5.829
61 S 0.131 0.721 -4.764
62 O 0.590 -0.363 -3.752
63 C -0.046 2.327 -3.834
64 H 2.614 1.130 -5.329
65 H 1.412 1.876 -6.492
66 H 1.733 0.199 -6.513
67 H -0.931 2.853 -4.192
68 H 0.758 3.061 -3.903
69 H -0.255 2.131 -2.782
70 C -3.543 -0.778 -4.485
71 S -2.876 -1.359 -2.866
72 O -1.369 -1.655 -2.982
73 C -3.063 0.114 -1.858
74 H -3.528 -1.687 -5.086
75 H -3.013 0.035 -4.982
76 H -4.590 -0.487 -4.407
77 H -2.728 0.919 -2.511
78 H -2.532 0.016 -0.911
79 H -4.137 0.217 -1.702

Values from the calculation:
Highest occupied orbital energy   -13.723 eV
HOMO-LUMO gap   0.0748 Eh
Total charge   +3
LUMO   -11.7 eV
DFT total energy   -102216.2296 eV
F_max   10.61 eV/A

Q: Among the records above, which one has the lowest total charge?
A: C22H39Br2N2NbO3P

Q: Which formula does entry 4 have?
A: C22H39N3O4

Copy entry 1 word for word.
Density functional theory data (ωB97M-V with the def2-TZVPD basis set) for a structure of composition C22H39Br2N2NbO3P at a distorted geometry.

Positions of all 70 atoms, in Å:
1 C -0.931 3.180 4.971
2 C -2.296 2.497 5.164
3 P -3.296 2.313 3.626
4 C -3.329 4.062 3.053
5 Nb -2.303 0.657 1.961
6 C -1.457 2.301 0.709
7 C -1.542 2.024 -0.813
8 C -2.513 2.959 -1.533
9 C -2.525 2.787 -3.046
10 O -1.212 2.822 -3.609
11 C -0.888 -0.710 0.887
12 C 0.616 -0.368 0.853
13 C 1.421 -1.340 1.717
14 C 1.559 -2.684 1.049
15 O 1.630 -2.848 -0.161
16 O 1.594 -3.763 1.866
17 C -3.433 -1.146 2.927
18 Br -3.129 -1.372 4.804
19 C -4.205 -2.040 2.292
20 C -4.467 -2.114 0.809
21 Br -5.070 -3.553 3.178
22 H -0.637 3.195 3.920
23 H -0.950 4.214 5.325
24 H -0.145 2.648 5.511
25 H -2.170 1.484 5.548
26 H -2.881 3.058 5.902
27 H -3.989 4.163 2.193
28 H -2.333 4.425 2.788
29 H -3.713 4.696 3.859
30 H -3.750 0.752 0.818
31 H -0.970 0.593 3.260
32 H -0.407 2.392 1.013
33 H -1.909 3.278 0.903
34 H -0.554 2.103 -1.277
35 H -1.905 1.006 -0.991
36 H -3.515 2.740 -1.148
37 H -2.266 3.997 -1.293
38 H -3.088 3.600 -3.515
39 H -3.030 1.854 -3.319
40 H -0.907 1.923 -3.741
41 H -1.014 -1.681 1.387
42 H -1.279 -0.859 -0.127
43 H 0.811 0.636 1.228
44 H 1.004 -0.417 -0.168
45 H 0.918 -1.441 2.685
46 H 2.422 -0.945 1.919
47 H 1.519 -3.464 2.778
48 H -4.689 -1.126 0.408
49 H -3.588 -2.510 0.293
50 H -5.299 -2.782 0.598
51 N 2.660 -1.176 -4.015
52 C 1.714 -1.270 -3.032
53 C 0.882 -0.189 -3.156
54 C 1.349 0.582 -4.260
55 C 2.448 -0.054 -4.770
56 H 3.404 -1.832 -4.150
57 H 1.724 -2.079 -2.321
58 H 0.043 0.031 -2.515
59 H 0.938 1.507 -4.633
60 H 3.095 0.198 -5.591
61 N 6.076 -3.858 -3.907
62 C 5.426 -3.642 -2.721
63 C 6.374 -3.485 -1.747
64 C 7.646 -3.612 -2.371
65 C 7.429 -3.841 -3.703
66 H 5.629 -4.014 -4.790
67 H 4.351 -3.625 -2.666
68 H 6.176 -3.300 -0.706
69 H 8.609 -3.541 -1.894
70 H 8.117 -3.993 -4.516

Values from the calculation:
Highest occupied orbital energy   -4.416 eV
HOMO-LUMO gap   0.2391 Eh
Total charge   -1
LUMO   2.1 eV
DFT total energy   -183489.4084 eV
F_max   1.84 eV/A

Q: What is the DFT total energy in the sixth record?
A: -102216.2296 eV